{"formula": "C11H9CdN6O3S2", "method": "the ωB97M-V functional and the def2-TZVPD basis", "symbols": ["Cd", "N", "C", "C", "C", "C", "C", "C", "S", "O", "O", "N", "C", "N", "C", "C", "C", "N", "H", "H", "H", "H", "H", "H", "H", "H", "H", "S", "C", "N", "O", "N"], "xyz": [[-0.207696, -0.176653, 0.255895], [-4.519107, -6.552016, 1.685602], [-3.843522, -5.561578, 1.038477], [-4.065025, -4.215575, 1.359770], [-3.373330, -3.216803, 0.705653], [-2.447952, -3.550736, -0.275369], [-2.218248, -4.883850, -0.611052], [-2.906146, -5.878439, 0.041530], [-1.553749, -2.335796, -1.134323], [-1.501958, -2.629951, -2.532651], [-2.139268, -1.017692, -0.744543], [-0.084550, -2.290399, -0.443523], [1.021245, -2.092138, -1.256161], [1.507367, -3.038454, -2.043456], [2.589434, -2.721001, -2.745422], [3.216798, -1.484035, -2.665389], [2.656991, -0.560749, -1.812491], [1.559549, -0.853774, -1.109191], [-5.250478, -6.333877, 2.336207], [-4.423357, -7.508649, 1.400014], [-4.796382, -3.962473, 2.117162], [-3.564162, -2.178136, 0.935906], [-1.504941, -5.130111, -1.387485], [-2.735093, -6.915898, -0.217047], [2.974791, -3.495357, -3.398816], [4.099042, -1.255884, -3.243170], [3.072914, 0.430314, -1.683688], [0.642853, 0.957425, 4.964387], [0.192620, 0.671275, 3.428395], [-0.149665, 0.472510, 2.335102], [-2.140412, 2.253892, -0.852442], [-1.052817, 1.942010, -0.864315]], "forces_ev_per_a": [[0.4897, 1.1575, 2.0145], [0.8510, 1.5288, -1.0917], [-0.8978, -1.5899, 0.9329], [-0.1381, 1.4046, 0.2079], [-0.7229, -0.0942, 0.6961], [-0.1226, -0.3865, 0.2322], [-0.0968, -1.1242, 0.0141], [0.9231, -0.1834, -0.9848], [2.1604, 2.8120, -0.4662], [-0.5650, -0.4391, 0.1912], [-0.4088, -1.5044, -0.2186], [-1.5967, -0.7252, -0.0343], [0.7807, 0.0277, -0.4760], [-0.2084, 0.0293, 0.1648], [0.1300, 0.0368, -0.0925], [-0.0153, -0.1486, -0.0419], [-0.1301, 0.0264, 0.1213], [-0.3146, -0.3630, -0.1333], [-0.1841, 0.0882, 0.3040], [0.1166, -0.3334, -0.0435], [0.0286, 0.0424, 0.0092], [0.0439, 0.0160, 0.0208], [0.0083, 0.0173, 0.0109], [0.0308, 0.0112, -0.0086], [0.0037, 0.0083, 0.0069], [0.0054, -0.0126, 0.0074], [-0.0256, 0.0000, 0.0303], [-0.2666, -0.1792, -0.8870], [0.7545, 0.4593, 2.4549], [-0.6345, -0.6097, -2.9373], [-0.1614, 0.0578, 0.0096], [0.1630, -0.0303, -0.0133]], "relative_energy_ev": 0.138, "largest_force_ev_per_a": 3.58, "total_charge": 1, "homo_lumo_gap_ev": [6.093, 2.143], "spin_multiplicity": 1, "homo_energy_ev": [-9.93, -9.91]}